15
Properties=species:S:1:pos:R:3:mulliken_charge:R:1 method="wB97M-V/def2-TZVPD" lumo_ha="0.004 / 0.004" homo_energy_ev="-8.17 / -8.17" energy_ev=-9403.991
C -0.046 0.737 1.672 -1.4806
C 0.387 0.627 0.219 1.9764
O 1.158 1.733 -0.195 -0.5654
C 0.866 -0.662 -0.239 -0.9367
O -0.431 -1.705 -1.451 -0.4955
C -0.801 0.538 -0.675 -1.1671
C -1.143 -0.546 -1.310 -0.2577
H 0.839 0.882 2.295 0.3525
H -0.586 -0.160 1.995 0.3690
H -0.713 1.597 1.802 0.3128
H 0.532 2.299 -0.683 0.3969
H 0.918 -1.514 0.435 0.3112
H 1.626 -0.679 -1.002 0.3318
H -0.663 -2.466 -0.896 0.3570
H -1.940 -0.680 -1.969 0.4953

=====

12
Properties=species:S:1:pos:R:3:mulliken_charge:R:1 method="wB97M-V/def2-TZVPD" lumo_ha=0.029 homo_energy_ev=-8.00 energy_ev=-8800.378
C -0.003 1.170 -0.241 0.1356
C 1.144 0.474 -0.775 -0.5267
C -2.870 -0.701 -0.555 0.1572
C 1.704 -0.608 -0.234 0.3558
C -0.847 0.675 0.771 -1.1830
N 2.342 -1.541 0.197 -0.3948
O -3.446 -1.008 0.359 -0.1548
H -0.107 2.094 -0.686 0.4171
H 1.569 0.716 -1.752 0.3170
H -0.471 -0.182 1.396 0.3086
H -1.351 1.406 1.415 0.3002
H 2.336 -2.496 0.105 0.2677

=====

60
Properties=species:S:1:pos:R:3:mulliken_charge:R:1 method="wB97M-V/def2-TZVPD" lumo_ha=0.024 homo_energy_ev=-7.12 energy_ev=-39029.586 smiles="CCOc1ccc(C(=O)NCC(=O)Nc2ccc(N3CCOCC3)cc2)cc1OCC"
C 3.116 6.682 -3.106 -1.0693
C 2.746 5.466 -3.949 -0.5207
O 3.163 4.247 -3.366 -0.4260
C 2.515 3.745 -2.273 1.0453
C 1.303 4.239 -1.799 -0.3549
C 0.656 3.664 -0.724 -1.3381
C 1.221 2.580 -0.064 0.5849
C 2.434 2.082 -0.524 -0.5962
C 3.093 2.637 -1.616 0.0503
O 4.232 1.976 -1.964 -0.5250
C 5.289 2.618 -2.657 -0.2880
C 5.920 3.744 -1.845 -0.9616
H 5.202 4.544 -1.682 0.1983
H 6.249 3.370 -0.878 0.3083
H 6.776 4.144 -2.380 0.3596
H 4.954 2.988 -3.629 0.2280
H 6.015 1.815 -2.813 0.3810
H 2.896 1.212 -0.082 0.5033
C 0.495 1.999 1.091 0.5403
O -0.726 2.033 1.186 -0.7704
N 1.268 1.459 2.058 -0.1392
H 2.263 1.395 1.920 0.2238
C 0.717 0.912 3.279 -1.1270
H 1.482 0.926 4.055 0.4291
H -0.130 1.537 3.581 0.3272
C 0.223 -0.537 3.100 0.8184
O 0.757 -1.467 3.669 -0.6727
N -0.832 -0.600 2.262 0.0110
C -1.530 -1.728 1.819 0.4973
C -1.244 -3.021 2.239 -1.1269
C -1.982 -4.090 1.768 -0.2089
C -3.029 -3.913 0.860 0.9551
C -3.293 -2.606 0.433 -0.4968
C -2.565 -1.537 0.905 -0.8631
H -2.786 -0.539 0.556 0.4003
H -4.067 -2.424 -0.298 0.4225
N -3.749 -4.970 0.311 -0.0667
C -3.360 -6.343 0.565 -1.0147
H -2.276 -6.422 0.632 0.4947
C -4.038 -6.893 1.827 -0.3755
H -3.820 -7.954 1.958 0.3543
O -5.442 -6.790 1.719 -0.4105
C -5.836 -5.454 1.497 -0.5777
C -5.194 -4.882 0.224 -0.7105
H -5.513 -3.851 0.092 0.3431
H -5.522 -5.471 -0.640 0.3264
H -6.924 -5.469 1.413 0.3835
H -5.545 -4.830 2.358 0.3148
H -3.693 -6.337 2.712 0.3263
H -3.697 -6.935 -0.294 0.3701
H -1.730 -5.073 2.134 0.2825
H -0.446 -3.189 2.943 0.5158
H -1.142 0.285 1.859 0.0855
H -0.291 4.051 -0.384 0.4421
H 0.836 5.079 -2.287 0.3558
H 3.283 5.498 -4.902 0.3698
H 1.671 5.448 -4.164 0.3561
H 2.798 7.589 -3.613 0.4050
H 2.638 6.639 -2.130 0.3465
H 4.193 6.720 -2.962 0.2843

=====

24
Properties=species:S:1:pos:R:3:mulliken_charge:R:1 method="wB97M-V/def2-TZVPD" lumo_ha=-0.178 homo_energy_ev=-12.70 energy_ev=-9000.558 total_charge=+1
C 0.033 -1.345 -1.925 -1.3245
C -1.003 -1.298 -0.818 1.1112
C -0.651 -1.105 0.456 -1.1989
C -2.421 -1.508 -1.224 -1.3885
H -0.221 -2.133 -2.637 0.4020
H 1.020 -1.572 -1.541 0.3819
H 0.051 -0.395 -2.470 0.3001
H -1.435 -1.028 1.203 0.2791
H 0.338 -1.388 0.793 0.4719
H -3.201 -1.198 -0.518 0.3798
H -2.671 -2.540 -1.480 0.3295
H -2.653 -0.892 -2.108 0.3320
C 2.138 0.376 1.738 -1.3374
C 1.549 1.116 0.514 0.1292
C -0.570 2.382 0.572 -0.2015
N 0.602 2.123 0.998 0.0190
H 2.735 1.085 2.304 0.4404
H 1.313 -0.017 2.331 0.4083
H 2.681 -0.498 1.389 0.3576
H 2.351 1.683 0.030 0.3335
H 1.097 0.451 -0.207 -0.1192
H -1.129 3.085 1.178 0.3083
H -0.905 1.943 -0.355 0.2702
H 0.953 2.673 1.779 0.3161

=====

55
Properties=species:S:1:pos:R:3:mulliken_charge:R:1 method="wB97M-V/def2-TZVPD" spin_multiplicity=3 lumo_ha="0.013 / -0.086" homo_energy_ev="-7.44 / -7.79" energy_ev=-127445.898
Pt 0.089 -0.177 -2.371 1.1895
S 2.339 -0.386 -2.364 -0.3447
C 2.937 -0.093 -0.745 0.3667
C 4.305 0.152 -0.613 -0.6057
C 4.854 0.427 0.623 -0.6110
C 4.050 0.435 1.751 -0.7932
C 2.698 0.155 1.635 0.1604
C 2.122 -0.106 0.397 -0.0672
As 0.242 -0.575 0.154 0.4636
C -0.372 -0.476 2.033 0.2394
C -0.860 -1.585 2.714 -0.5742
C -1.273 -1.464 4.031 -0.6517
C -1.231 -0.237 4.669 -0.5109
C -0.781 0.881 3.984 -0.9042
C -0.358 0.760 2.674 -0.2948
C 0.471 -2.497 -0.071 0.1214
C 1.475 -3.191 0.595 -0.1350
C 1.678 -4.535 0.344 -0.7384
C 0.874 -5.204 -0.565 -0.4222
C -0.135 -4.522 -1.226 -0.7047
C -0.329 -3.173 -0.986 -0.1929
H 4.922 0.134 -1.497 0.4569
H 5.910 0.638 0.706 0.3753
H 4.476 0.649 2.720 0.4294
H 2.083 0.139 2.528 0.4005
H -0.895 -2.549 2.216 0.4021
H -1.624 -2.336 4.565 0.4150
H -1.553 -0.148 5.696 0.3935
H -0.754 1.842 4.476 0.4311
H 0.021 1.628 2.143 0.4598
H 2.109 -2.664 1.303 0.4455
H 2.477 -5.058 0.852 0.3952
H 1.044 -6.251 -0.763 0.3803
H -0.762 -5.042 -1.935 0.4312
H -1.109 -2.636 -1.515 0.1863
S -4.510 -1.126 -2.582 -0.4418
C -2.972 -0.769 -2.656 0.5431
N -1.837 -0.478 -2.772 -0.5952
C 0.323 4.469 -2.425 -1.1391
S 0.373 2.633 -2.241 0.7730
O 0.423 2.124 -3.624 -0.6530
C -1.372 2.503 -1.751 -0.1404
C -2.360 2.508 -2.720 -0.0751
C -3.685 2.381 -2.340 -0.7978
C -4.011 2.227 -1.002 -0.4531
C -3.017 2.222 -0.037 -0.5125
C -1.692 2.368 -0.411 -0.3994
H -0.485 4.736 -3.097 0.3553
H 1.276 4.788 -2.835 0.4129
H 0.172 4.901 -1.442 0.3702
H -2.081 2.593 -3.762 0.4331
H -4.464 2.391 -3.088 0.3734
H -5.043 2.103 -0.713 0.4084
H -3.272 2.102 1.004 0.4692
H -0.906 2.388 0.334 0.4767

=====

51
Properties=species:S:1:pos:R:3:mulliken_charge:R:1 method="wB97M-V/def2-TZVPD" spin_multiplicity=3 lumo_ha="-0.038 / -0.033" homo_energy_ev="-8.10 / -8.12" energy_ev=-96024.934
V -0.453 -0.728 -0.334 0.1573
Cl 3.785 -1.896 4.956 -0.2091
C 2.382 -1.459 4.031 0.1917
C 2.404 -1.698 2.660 -0.8334
C 1.310 -1.352 1.890 0.0847
N 1.147 -1.553 0.494 0.5993
C 1.981 -2.332 -0.235 0.1398
O 3.018 -2.882 0.084 -0.7440
C 1.448 -2.518 -1.647 0.5625
C 2.178 -3.185 -2.604 -0.7201
C 1.666 -3.270 -3.887 -0.2646
C 0.439 -2.688 -4.168 -0.8818
C -0.236 -2.049 -3.152 0.1204
N 0.251 -1.966 -1.906 -0.0620
C 0.178 -0.778 2.493 -0.3390
C 0.157 -0.556 3.858 -0.7901
C 1.269 -0.893 4.624 0.1349
Cl 1.203 -0.582 6.331 -0.2107
N -0.876 -0.530 1.567 0.4201
C -2.129 -0.166 1.949 0.1775
O -2.560 0.055 3.064 -0.7445
C -3.062 -0.061 0.753 0.4949
C -4.387 0.279 0.907 -0.7715
C -5.176 0.400 -0.224 -0.2462
C -4.610 0.179 -1.470 -0.9668
C -3.277 -0.169 -1.538 0.0367
N -2.512 -0.304 -0.447 0.1526
H 3.273 -2.150 2.209 0.6297
H 3.130 -3.608 -2.313 0.5051
H 2.222 -3.776 -4.667 0.4360
H 0.012 -2.716 -5.161 0.4293
H -1.192 -1.580 -3.334 0.2270
H -0.710 -0.128 4.333 0.6318
H -4.756 0.448 1.910 0.5020
H -6.219 0.677 -0.139 0.4411
H -5.183 0.284 -2.381 0.4033
H -2.793 -0.324 -2.491 0.3693
O 1.357 4.823 -2.419 -0.5123
C 1.652 4.948 -1.125 0.4660
O 2.120 5.961 -0.673 -0.5940
C 1.436 3.761 -0.253 0.1505
C 1.808 3.744 1.067 -0.5118
N 1.483 2.528 1.543 -0.3055
N 0.907 1.746 0.630 0.1489
C 0.862 2.487 -0.465 -0.2096
C 0.228 1.872 -1.664 0.8548
O 0.097 2.456 -2.715 -0.8240
O -0.219 0.661 -1.443 0.1806
H 1.040 3.915 -2.631 0.3872
H 2.279 4.510 1.662 0.5403
H 1.628 2.163 2.471 0.1657